Molecular formula: C36H99N13O16
Method: DFT, ωB97M-V/def2-TZVPD

```
164
Properties=species:S:1:pos:R:3:forces:R:3:mulliken_charge:R:1
C 3.7417 4.8259 0.2493 0.511 2.122 0.967 -0.678
O 2.7714 4.8597 1.2896 0.067 -0.816 -0.912 -0.469
C 1.9080 3.7315 1.2174 1.442 -0.410 -1.450 -0.660
C 2.4849 2.5736 2.0476 -1.329 -0.355 -0.552 0.111
N 1.6088 1.3573 1.9021 2.374 0.239 1.231 0.259
C 1.2889 0.7124 3.1961 1.293 1.297 -0.287 -0.193
C 2.5999 0.1157 3.7893 0.395 -0.088 -0.834 0.003
O 3.4975 1.1404 4.2896 -1.318 -0.180 -0.452 -0.412
C 4.7994 0.7092 4.6252 -0.143 -1.529 -2.698 -0.725
H 4.4124 5.6226 0.6070 0.265 -0.364 -0.625 0.301
H 3.4087 5.0930 -0.7523 -0.745 0.201 -0.026 0.257
H 4.2994 3.9274 0.0955 0.277 -1.041 0.567 0.219
H 1.7654 3.4961 0.1208 0.069 -0.248 1.037 0.078
H 0.9725 4.0562 1.5775 -1.268 0.151 0.664 0.562
H 2.4671 2.9043 3.0797 0.325 0.037 0.164 0.428
H 3.5119 2.3187 1.7535 -0.185 0.361 0.166 -0.145
H 0.8132 1.6345 1.4116 -1.749 0.173 -0.848 -0.250
H 0.5329 -0.0268 2.9704 0.036 -0.572 0.266 -0.233
H 0.8537 1.4453 3.9123 0.213 -0.378 -0.170 0.311
H 3.1380 -0.4627 2.9550 -0.813 0.566 1.324 -0.139
H 2.3296 -0.5264 4.6294 0.106 -0.308 -0.048 0.686
H 5.5190 1.2353 3.9483 -0.341 -0.524 0.464 0.221
H 4.8760 -0.4245 4.4404 0.225 1.596 0.541 0.272
H 5.0002 0.9928 5.6121 0.396 0.099 1.601 0.300
C -2.3475 1.1320 -5.2697 -1.700 -0.773 -0.024 -0.307
O -2.3332 -0.1937 -5.7648 0.513 -0.283 0.584 -0.596
C -1.2598 -0.9518 -5.2622 2.404 1.376 -1.174 -0.122
C 0.2239 -0.5826 -5.7290 0.638 -0.564 0.153 -0.816
N 0.7706 0.6087 -5.0317 -1.144 -0.555 -0.707 0.182
C 2.2028 0.7600 -5.1765 -0.314 -0.538 1.954 -0.278
C 2.6427 2.1777 -4.7278 -0.794 -0.607 -0.750 -0.963
O 2.8371 2.3716 -3.3576 -1.063 0.199 0.969 0.021
C 4.0943 2.1007 -2.7800 0.038 0.778 -2.077 -0.480
H -1.5447 1.7100 -5.6376 0.740 0.808 -0.652 0.465
H -2.3253 1.1287 -4.1983 0.174 -0.034 0.871 -0.194
H -3.3519 1.4469 -5.5446 0.195 0.802 -0.200 0.335
H -1.4594 -1.9251 -5.6268 -0.013 -1.234 0.162 0.586
H -1.0783 -0.8793 -4.1807 -0.977 -0.256 0.193 0.011
H 0.4948 -0.4968 -6.8177 -0.984 0.101 0.770 0.392
H 0.8130 -1.4815 -5.4001 -0.430 0.314 -0.123 0.312
H 0.4991 0.5183 -4.0581 0.289 0.168 0.067 -0.436
H 2.5052 0.5220 -6.1700 -0.094 0.551 -1.245 0.667
H 2.7524 -0.0854 -4.6614 -0.174 0.928 0.304 0.035
H 1.9144 2.9658 -5.0833 0.572 -1.063 0.414 0.203
H 3.5333 2.2967 -5.2784 1.630 0.782 -0.488 0.466
H 4.3422 1.0772 -2.8498 0.302 -1.506 -0.073 0.388
H 4.0622 2.3620 -1.7463 -0.015 0.526 0.616 -0.251
H 4.8464 2.6537 -3.3827 0.017 -0.055 0.740 0.335
C -1.3300 -8.3572 1.2632 0.525 0.282 -1.327 -0.810
O -0.7289 -7.3493 0.4277 -0.399 -0.498 -0.162 -0.274
C 0.3066 -7.9284 -0.3649 -1.561 -1.467 -2.250 -0.595
C 1.5518 -7.7927 0.3969 1.382 -0.830 -0.058 -0.697
N 1.8098 -6.4016 0.5457 2.202 0.517 0.629 0.037
C 3.0586 -6.0722 1.3384 -0.352 0.414 -1.736 -1.098
C 3.0295 -4.5891 1.7098 0.445 -1.387 0.492 -0.229
O 2.3220 -4.4867 2.9083 -1.198 -0.572 0.486 -0.487
C 1.8841 -3.2014 3.2720 -0.871 -1.818 1.140 -0.420
H -0.5388 -8.9562 1.7228 -0.212 0.370 0.753 0.318
H -1.8188 -9.0860 0.6010 -0.517 0.280 0.225 0.317
H -2.0086 -7.8029 1.9087 0.090 -0.560 0.269 0.231
H 0.3628 -7.3834 -1.3407 -0.080 -0.248 0.872 0.232
H 0.0118 -9.0170 -0.6743 0.632 1.631 0.772 0.358
H 2.4180 -8.2646 -0.0606 0.008 -0.169 -0.435 0.457
H 1.4191 -8.3195 1.3295 0.040 -0.235 0.826 0.327
H 0.9981 -6.0519 0.9843 -0.779 0.941 0.926 0.200
H 3.9102 -6.2362 0.6394 -0.476 0.039 0.412 0.419
H 3.2498 -6.6805 2.2257 -0.370 -0.116 0.091 0.327
H 2.5377 -4.0636 0.9281 -0.255 0.791 -0.834 0.151
H 4.0390 -4.2304 1.8648 0.419 0.331 -0.229 0.506
H 2.7190 -2.7297 3.7089 0.758 1.464 0.196 0.414
H 1.1007 -3.3214 4.0337 0.438 -0.266 0.312 0.373
H 1.3151 -2.7145 2.5270 0.166 1.002 -1.501 -0.070
C -4.5025 6.4284 -4.5369 -0.722 0.280 -1.946 -0.661
O -5.1307 5.2247 -4.2195 0.378 -0.647 0.234 -0.378
C -4.6220 4.5997 -3.0329 -0.243 2.517 -0.010 -0.451
C -3.1455 4.3588 -3.0999 1.316 -0.941 1.059 -0.323
N -2.8046 3.4687 -1.9688 1.265 -0.712 0.957 -0.114
C -1.4045 2.9049 -1.8977 -1.295 0.383 -1.856 1.408
C -0.3702 3.9706 -1.8677 1.874 0.751 0.094 0.228
O -0.7380 4.8681 -0.8427 0.258 0.401 0.184 -0.275
C 0.0755 6.0368 -0.6785 0.227 -1.812 1.895 -0.734
H -4.6208 7.1106 -3.7290 -0.043 0.941 0.775 0.335
H -5.0498 6.8113 -5.4485 0.622 -0.183 1.009 0.230
H -3.4381 6.3736 -4.7999 -0.128 -0.304 0.067 0.226
H -5.2270 3.7296 -2.9583 -0.089 -0.902 0.475 0.272
H -4.7792 5.3050 -2.1531 -0.240 -0.818 -0.692 0.282
H -2.5570 5.3134 -3.0767 -0.480 -0.648 -0.210 0.139
H -2.9091 3.7733 -3.9864 0.120 0.226 -0.366 0.296
H -2.8076 3.9523 -1.0689 -0.718 0.332 -0.471 0.459
H -1.2028 2.2828 -2.7678 -0.132 -0.070 -0.294 -0.848
H -1.2997 2.2267 -1.0787 -0.297 -0.154 0.853 -0.877
H -0.2710 4.5198 -2.8399 -0.125 -0.406 0.512 0.352
H 0.6543 3.5333 -1.6210 -0.994 0.376 -0.518 -0.384
H 1.1799 5.7764 -0.7483 -1.190 0.323 0.435 0.137
H -0.2579 6.3623 0.3648 1.002 0.123 -1.509 0.200
H -0.1354 6.7493 -1.4324 -0.356 0.971 -0.741 0.409
C -3.2612 0.9052 2.1798 -0.627 2.109 -1.198 -0.349
O -4.0454 1.7439 3.0514 0.860 -0.045 0.088 -0.480
C -3.3844 2.9539 3.4440 -0.616 -0.411 0.856 -0.264
C -4.0439 3.5438 4.6977 -0.365 -0.530 -1.237 -1.007
N -3.7511 2.7137 5.8260 -0.723 -0.841 -0.286 -0.134
C -3.8793 3.4569 7.0278 -0.415 -0.616 1.942 -0.560
C -3.6632 2.4570 8.1677 1.196 -0.572 0.898 -0.715
O -4.7499 1.5172 8.3233 0.160 1.183 -0.972 -0.325
C -4.5683 0.6151 9.3974 0.627 0.372 -1.037 -0.654
H -3.8953 0.1056 1.8798 -0.568 -0.637 -0.124 0.205
H -2.3826 0.4834 2.6255 0.622 0.051 0.553 0.175
H -2.9904 1.4637 1.2147 -0.136 -0.630 1.253 0.163
H -3.4049 3.6627 2.6405 0.077 0.470 -0.712 0.454
H -2.3677 2.7702 3.7772 0.454 -0.273 -0.333 0.111
H -5.1255 3.6954 4.5391 0.141 0.034 -0.042 0.355
H -3.6084 4.5105 4.9325 0.134 0.297 -0.404 0.490
H -4.3750 1.8985 5.8714 0.395 0.399 -0.216 0.177
H -4.8905 3.8469 7.2859 0.261 0.409 -0.735 0.245
H -3.1186 4.2742 6.9754 -0.621 -0.553 0.651 0.448
H -3.4518 2.9425 9.1393 -0.321 0.077 -0.273 0.442
H -2.7478 1.8810 7.9214 -0.256 0.079 0.110 0.346
H -5.3766 -0.1197 9.2942 0.532 -0.025 0.205 0.221
H -4.6625 1.1689 10.3170 -0.025 0.008 0.709 0.282
H -3.5328 0.2087 9.3139 -0.772 -0.299 0.300 0.284
N -1.6135 -3.3986 -2.0493 -0.527 0.396 -0.421 -0.220
C -0.3687 -3.8629 -2.3446 1.853 0.378 -0.348 0.575
N 0.0987 -4.9043 -1.6066 0.151 0.707 -1.096 -0.014
O 0.3708 -3.3528 -3.2143 -1.160 -0.156 0.684 -0.673
H -1.8614 -2.5309 -2.5130 0.063 -0.307 0.111 -0.069
H -2.1750 -3.6481 -1.2390 0.687 0.011 -0.306 0.226
H -0.4876 -5.3053 -0.9492 -1.023 -0.918 1.544 0.024
H 1.0836 -5.0774 -1.5121 0.107 0.002 -0.092 0.087
N 4.2490 0.0536 0.7296 -2.195 1.673 1.443 0.154
C 4.4629 -0.9899 -0.0690 1.352 -0.469 -0.297 0.166
N 5.6797 -1.0857 -0.6473 1.557 0.032 -1.619 -0.387
O 3.6901 -1.9103 -0.1719 -2.105 -1.314 -0.070 -0.407
H 3.2891 0.3629 1.0177 0.704 -1.012 -0.465 -0.355
H 4.8431 0.8343 0.7253 1.163 0.725 -0.234 0.219
H 5.7680 -1.6938 -1.4940 -0.516 0.355 0.913 0.292
H 6.2636 -0.2662 -0.7374 -0.183 0.025 0.219 0.212
N -4.3801 -1.0166 -3.2522 1.002 -0.126 2.553 -0.408
C -3.7283 -0.8122 -2.0131 0.283 2.207 -1.614 -0.099
N -4.3384 -1.2172 -0.8534 -0.027 -1.041 -0.209 -0.416
O -2.7042 -0.0813 -1.9985 -1.105 -1.841 -0.022 0.317
H -5.2297 -1.5719 -3.1952 0.557 0.207 -0.905 0.194
H -3.7924 -0.8034 -4.0711 -0.920 -0.354 0.311 0.124
H -3.6941 -1.3962 -0.0790 0.092 0.474 -0.172 0.025
H -5.0707 -1.9257 -0.9005 0.306 0.411 -0.226 0.256
N 3.3595 -3.4986 -2.4985 -1.121 0.727 1.171 -0.032
C 4.2835 -3.2162 -3.4215 1.044 -0.971 -1.622 0.659
N 3.9866 -3.8873 -4.6428 0.947 1.535 0.805 -0.429
O 5.3171 -2.5423 -3.2607 -1.077 -0.621 -0.232 -0.758
H 2.4215 -3.6588 -2.9328 0.751 0.357 1.123 0.124
H 3.4725 -2.9742 -1.5747 -0.509 -0.684 -1.444 0.203
H 3.3043 -4.6027 -4.7024 -0.499 -0.388 0.284 0.136
H 4.6467 -3.8636 -5.3893 0.369 0.208 -0.071 0.222
C -1.8002 -2.3722 2.1360 -1.491 -0.029 0.221 -0.791
O -1.9711 -1.6037 0.9910 0.612 1.418 -1.269 0.319
H -2.8194 -2.6012 2.5535 0.946 0.451 -0.098 0.305
H -1.3852 -3.3040 1.8730 0.770 -1.446 -0.177 0.197
H -1.1655 -1.9100 2.8632 0.229 0.399 0.710 0.229
H -1.1603 -1.0779 0.6801 -1.135 -0.906 0.370 0.017
C 0.8305 -0.1709 -1.3208 -0.258 -2.913 -0.117 0.626
O -0.4057 -0.0173 -0.6109 1.083 0.179 0.655 1.044
H 1.6634 -0.4105 -0.6222 -0.690 0.508 -0.338 -0.634
H 0.7420 -1.1129 -1.9760 0.267 1.263 0.645 -0.142
H 1.0488 0.6594 -1.9559 0.268 0.856 -0.253 -0.563
H -1.1355 -0.1253 -1.2312 -0.593 0.120 -0.222 -0.444
```
Positions in Å, forces in eV/Å.

* SMILES: COCCNCCOC.COCCNCCOC.COCCNCCOC.COCCNCCOC.COCCNCCOC.NC(N)=O.NC(N)=O.NC(N)=O.NC(N)=O.CO.CO
* charge: 0
* multiplicity: 1
* E_HOMO: -8.39 eV